Formula: C4H3NOS
Source: the OMol25 dataset
Level of theory: ωB97M-V/def2-TZVPD

## Properties
LUMO = -0.9 eV
Energy above the lowest of the compared OMol25 structures with the same formula, charge and spin = 486.2 kJ/mol
Gap between HOMO and LUMO = 7.73 eV
F_max = 0.06164 hartree/bohr
E = -18563.2137 eV
HOMO level = -8.631 eV

Geometry (Å):
C  -0.296  0.030  0.076
C  0.654  -1.028  0.348
C  0.142  1.245  -0.109
C  1.895  -0.461  0.461
N  2.137  0.861  0.390
O  4.138  -0.129  -1.032
S  3.642  0.046  0.312
H  -1.432  -0.266  -0.056
H  0.240  -1.976  0.457
H  0.193  2.263  0.101



Formula: C6H9N
Source: the OMol25 dataset
Level of theory: ωB97M-V/def2-TZVPD

## Properties
LUMO (alpha / beta) = -0.1 / 0.3 eV
Energy above the lowest of the compared OMol25 structures with the same formula, charge and spin = 612.9 kJ/mol
Gap between HOMO and LUMO (alpha / beta) = 7.42 / 8.21 eV
F_max = 0.02335 hartree/bohr
E = -7851.8070 eV
HOMO level (alpha / beta) = -7.517 / -7.950 eV

Geometry (Å):
C  -1.565  -1.404  -0.606
C  -0.239  -0.871  -1.066
C  0.254  0.519  -0.940
C  0.598  1.832  0.671
C  0.893  -0.728  -0.198
C  0.802  -0.898  1.248
N  0.707  -1.119  2.380
H  -1.855  -1.073  0.406
H  -2.378  -1.150  -1.294
H  -1.523  -2.500  -0.555
H  -0.526  1.134  -0.430
H  0.880  1.052  -1.648
H  0.412  2.813  0.231
H  -0.020  1.623  1.545
H  1.653  1.635  0.831
H  1.909  -0.865  -0.575



Formula: C3H2Cl3N2P
Source: the OMol25 dataset
Level of theory: ωB97M-V/def2-TZVPD

## Properties
LUMO = -1.9 eV
Energy above the lowest of the compared OMol25 structures with the same formula, charge and spin = 280.8 kJ/mol
Gap between HOMO and LUMO = 7.03 eV
F_max = 0.03206 hartree/bohr
E = -52974.9258 eV
HOMO level = -8.966 eV
SMILES = [PH2]#C/C(Cl)=N\C(Cl)=N\Cl

Geometry (Å):
C  -0.383  1.061  -0.976
C  -1.157  0.163  -0.378
C  1.611  0.459  0.058
N  0.904  1.239  -0.753
N  1.122  -0.491  0.755
P  -2.275  -0.949  0.129
Cl  -1.095  2.131  -2.144
Cl  3.298  0.869  0.042
Cl  2.085  -1.486  1.732
H  -2.428  -0.792  1.507
H  -1.680  -2.205  0.028